Below is a structure of composition C19H23B2F9N5O4S4V, with properties calculated with wB97M-V/def2-TZVPD.

Each line ends with the Löwdin charge.
Atoms and positions in Å:
V 0.17 0.39 -0.81  1.11
C 1.17 4.43 -0.09  0.03
C 0.81 3.10 -0.65  -0.19
N 1.24 1.98 -0.17  -0.04
O 2.02 1.96 0.90  0.09
B 2.46 0.59 1.43  -1.02
F 2.43 0.64 2.77  0.23
F 3.64 0.24 0.84  0.20
O 1.41 -0.52 1.02  0.04
N 1.51 -0.84 -0.28  -0.11
C 2.20 -1.68 -0.96  -0.17
C 3.17 -2.66 -0.42  0.04
C 1.67 -1.62 -2.37  -0.18
N 0.76 -0.73 -2.48  -0.01
O -0.02 -0.68 -3.57  0.12
B -1.33 -0.05 -3.20  -1.03
F -2.30 -0.44 -4.02  0.26
F -1.53 -0.47 -1.79  -0.06
O -1.22 1.44 -3.16  0.10
N -0.35 1.76 -2.18  -0.06
C -0.14 2.97 -1.81  -0.20
C -0.78 4.15 -2.44  0.03
C 2.03 -2.59 -3.43  0.03
H 1.95 4.32 0.66  0.09
H 0.29 4.89 0.37  0.11
H 1.51 5.09 -0.89  0.10
H 3.59 -2.28 0.51  0.10
H 3.96 -2.86 -1.14  0.10
H 2.63 -3.59 -0.22  0.11
H -1.61 3.84 -3.06  0.10
H -0.05 4.68 -3.07  0.11
H -1.12 4.86 -1.68  0.10
H 2.54 -3.46 -3.02  0.09
H 2.68 -2.12 -4.17  0.11
H 1.12 -2.91 -3.95  0.10
F -3.20 0.84 5.56  0.18
C -3.17 0.93 4.25  -0.10
C -1.93 0.91 3.60  -0.16
F -0.82 0.86 4.30  0.14
C -1.93 1.01 2.23  -0.23
F -0.76 0.96 1.58  0.05
C -3.10 1.15 1.46  -0.53
S -3.00 1.27 -0.22  0.96
C -4.32 1.16 2.17  -0.22
F -5.46 1.30 1.51  0.13
C -4.36 1.05 3.54  -0.13
F -5.51 1.07 4.20  0.16
S -0.84 -2.48 3.05  0.62
C -0.11 -2.96 4.45  -1.16
N -0.26 -4.14 5.05  -0.07
C 0.56 -4.46 6.20  -0.22
C 1.06 -3.12 6.75  -0.42
S 1.03 -1.97 5.34  0.94
H -0.88 -4.82 4.62  0.14
H 1.40 -5.10 5.90  0.12
H -0.03 -4.99 6.94  0.12
H 2.08 -3.20 7.13  0.08
H 0.41 -2.74 7.53  0.08
C -1.48 -5.05 -0.88  -0.40
S -1.00 -3.43 -0.27  0.70
C -2.63 -2.72 0.00  -0.42
H -2.18 -5.51 -0.18  0.04
H -0.58 -5.67 -0.92  0.03
H -1.93 -5.00 -1.87  0.04
H -3.16 -2.57 -0.94  0.05
H -2.50 -1.75 0.49  -0.01
H -3.20 -3.36 0.66  0.04

Computed properties:
LUMO energy (spin up / spin down)   -4.0754 / -5.3786 eV
Orbital gap (spin up / spin down)   6.22 / 4.91 eV
HOMO level (spin up / spin down)   -10.30 / -10.29 eV
Total charge   +1
Maximum force   0.0398 Eh/bohr
2S+1   4
Total energy   -4797.76465 Eh
Expectation value of S²   3.80

Below is a structure of composition C2H6N2O2, with properties calculated with wB97M-V/def2-TZVPD.

Each line ends with the Löwdin charge.
Atoms and positions in Å:
C -1.47 -0.41 -0.13  -0.01
N -0.49 0.66 0.07  -0.17
C 1.02 0.50 -0.32  -0.55
N 1.55 -0.69 0.09  0.14
O 0.12 0.75 1.32  -0.19
O 1.43 1.26 -1.17  0.09
H -0.84 1.57 -0.23  0.18
H 2.51 -0.82 -0.17  0.11
H 1.26 -0.83 1.08  0.12
H -2.32 -0.23 0.53  0.10
H -1.02 -1.36 0.12  0.09
H -1.76 -0.41 -1.18  0.10

Computed properties:
LUMO energy   0.8227 eV
Orbital gap   9.88 eV
HOMO level   -9.06 eV
Maximum force   0.0509 Eh/bohr
Total energy   -339.69933 Eh
Relative energy (zero: lowest compared OMol25 entry of this formula, charge and spin)   350.1 kJ/mol

Below is the molecule C22H18FIN6O2, with properties calculated with wB97M-V/def2-TZVPD.

Each line ends with the Löwdin charge.
Atoms and positions in Å:
C 3.32 0.79 0.73  -0.04
C 3.52 1.50 -0.61  -0.27
C 2.19 1.60 -1.43  -0.09
N 1.70 0.28 -1.84  -0.01
C 0.40 -0.16 -1.59  -0.37
O 0.10 -1.31 -1.84  0.08
C -0.69 0.74 -1.07  -0.05
C -1.48 0.30 0.02  0.06
C -2.54 1.08 0.49  -0.21
C -3.44 0.59 1.62  -0.10
C -2.87 0.81 3.04  -0.27
N -2.60 2.23 3.27  0.11
N -1.40 2.72 3.33  0.13
C -0.24 1.93 3.30  -0.39
O 0.87 2.48 3.35  0.09
C -0.34 0.45 3.32  -0.09
C 0.78 -0.40 3.45  0.00
C 0.60 -1.78 3.55  -0.06
C -0.69 -2.32 3.41  -0.06
C -1.82 -1.49 3.31  -0.03
C -1.66 -0.10 3.21  -0.14
C -2.82 2.33 -0.10  0.00
C -2.06 2.71 -1.21  0.01
C -1.00 1.95 -1.68  -0.21
F -0.37 2.38 -2.81  0.07
C 2.69 -0.60 -2.53  -0.02
C 4.14 -0.28 -2.25  -0.26
N 5.25 -0.82 -2.69  0.05
N 6.33 -0.21 -2.11  -0.02
C 5.89 0.76 -1.35  -0.69
I 7.07 1.85 0.20  0.75
N 4.53 0.74 -1.41  -0.03
H 4.22 0.85 1.38  0.06
H 3.04 -0.25 0.54  0.09
H 2.51 1.29 1.25  0.07
H 3.90 2.51 -0.45  0.13
H 1.43 2.10 -0.82  0.13
H 2.35 2.21 -2.29  0.12
H -1.30 -0.63 0.53  0.12
H -4.40 1.13 1.51  0.12
H -3.67 -0.48 1.44  0.13
H -3.62 0.50 3.79  0.16
H 1.81 -0.02 3.47  0.11
H 1.45 -2.45 3.69  0.11
H -0.88 -3.38 3.40  0.10
H -2.82 -1.92 3.26  0.12
H -3.64 2.93 0.26  0.12
H -2.34 3.58 -1.73  0.11
H 2.52 -1.65 -2.24  0.13
H 2.54 -0.60 -3.60  0.13

Computed properties:
LUMO energy   -1.4255 eV
SMILES string   C[C@@H]1CN(C(=O)c2cc(C[C@@H]3N=NC(=O)c4ccccc43)ccc2F)Cc2nnc(I)n21
Orbital gap   7.86 eV
HOMO level   -9.28 eV
Maximum force   0.0799 Eh/bohr
Total energy   -1725.66594 Eh

Repeat the first record exactly.
Below is a structure of composition C19H23B2F9N5O4S4V, with properties calculated with wB97M-V/def2-TZVPD.

Each line ends with the Löwdin charge.
Atoms and positions in Å:
V 0.17 0.39 -0.81  1.11
C 1.17 4.43 -0.09  0.03
C 0.81 3.10 -0.65  -0.19
N 1.24 1.98 -0.17  -0.04
O 2.02 1.96 0.90  0.09
B 2.46 0.59 1.43  -1.02
F 2.43 0.64 2.77  0.23
F 3.64 0.24 0.84  0.20
O 1.41 -0.52 1.02  0.04
N 1.51 -0.84 -0.28  -0.11
C 2.20 -1.68 -0.96  -0.17
C 3.17 -2.66 -0.42  0.04
C 1.67 -1.62 -2.37  -0.18
N 0.76 -0.73 -2.48  -0.01
O -0.02 -0.68 -3.57  0.12
B -1.33 -0.05 -3.20  -1.03
F -2.30 -0.44 -4.02  0.26
F -1.53 -0.47 -1.79  -0.06
O -1.22 1.44 -3.16  0.10
N -0.35 1.76 -2.18  -0.06
C -0.14 2.97 -1.81  -0.20
C -0.78 4.15 -2.44  0.03
C 2.03 -2.59 -3.43  0.03
H 1.95 4.32 0.66  0.09
H 0.29 4.89 0.37  0.11
H 1.51 5.09 -0.89  0.10
H 3.59 -2.28 0.51  0.10
H 3.96 -2.86 -1.14  0.10
H 2.63 -3.59 -0.22  0.11
H -1.61 3.84 -3.06  0.10
H -0.05 4.68 -3.07  0.11
H -1.12 4.86 -1.68  0.10
H 2.54 -3.46 -3.02  0.09
H 2.68 -2.12 -4.17  0.11
H 1.12 -2.91 -3.95  0.10
F -3.20 0.84 5.56  0.18
C -3.17 0.93 4.25  -0.10
C -1.93 0.91 3.60  -0.16
F -0.82 0.86 4.30  0.14
C -1.93 1.01 2.23  -0.23
F -0.76 0.96 1.58  0.05
C -3.10 1.15 1.46  -0.53
S -3.00 1.27 -0.22  0.96
C -4.32 1.16 2.17  -0.22
F -5.46 1.30 1.51  0.13
C -4.36 1.05 3.54  -0.13
F -5.51 1.07 4.20  0.16
S -0.84 -2.48 3.05  0.62
C -0.11 -2.96 4.45  -1.16
N -0.26 -4.14 5.05  -0.07
C 0.56 -4.46 6.20  -0.22
C 1.06 -3.12 6.75  -0.42
S 1.03 -1.97 5.34  0.94
H -0.88 -4.82 4.62  0.14
H 1.40 -5.10 5.90  0.12
H -0.03 -4.99 6.94  0.12
H 2.08 -3.20 7.13  0.08
H 0.41 -2.74 7.53  0.08
C -1.48 -5.05 -0.88  -0.40
S -1.00 -3.43 -0.27  0.70
C -2.63 -2.72 0.00  -0.42
H -2.18 -5.51 -0.18  0.04
H -0.58 -5.67 -0.92  0.03
H -1.93 -5.00 -1.87  0.04
H -3.16 -2.57 -0.94  0.05
H -2.50 -1.75 0.49  -0.01
H -3.20 -3.36 0.66  0.04

Computed properties:
LUMO energy (spin up / spin down)   -4.0754 / -5.3786 eV
Orbital gap (spin up / spin down)   6.22 / 4.91 eV
HOMO level (spin up / spin down)   -10.30 / -10.29 eV
Total charge   +1
Maximum force   0.0398 Eh/bohr
2S+1   4
Total energy   -4797.76465 Eh
Expectation value of S²   3.80